Entry from OMol25: C3H6O in the gas phase (ωB97M-V/def2-TZVPD).

Positions of all 10 atoms, in Å:
C: 0.0164 0.9703 -0.1671
C: 0.7469 -0.3579 -0.1231
O: -0.1227 -1.5388 -0.0363
C: -1.3205 -1.5543 0.4555
H: 0.6351 1.7144 -0.6788
H: -0.2304 1.3541 0.8255
H: 1.3240 -0.5255 -1.0345
H: 1.4301 -0.4300 0.7284
H: -0.9147 0.8671 -0.7331
H: -1.5642 -0.4994 0.7635

Forces on the atoms, in the same order (eV/Å):
-0.09 0.02 0.00
0.14 0.21 -0.02
-0.29 -0.18 0.13
0.38 0.28 -0.07
-0.02 -0.16 0.14
0.01 -0.05 -0.14
-0.13 -0.01 0.10
-0.10 0.00 -0.14
0.13 0.09 0.00
-0.04 -0.21 0.00

## Properties
HOMO level	-8.43	eV
energy	-193.018520	Ha
HOMO-LUMO gap	9.28	eV
ΔE to the lowest compared entry with this formula, charge and spin	78.2	kcal/mol

Here are the Löwdin charges for atoms 1 to 2, given in e:
1. C -0.10
2. C -0.21

---

Entry from OMol25: a molecular structure, C41H36AsN7O3PRuS in a non-equilibrium geometry (ωB97M-V/def2-TZVPD).

Positions of all 91 atoms, in Å:
Ru: 0.2435 -1.9837 0.7299
N: 3.6683 -4.5979 0.2816
C: 4.0063 -4.3479 -0.9670
C: 3.3910 -3.0591 -1.3268
N: 2.4435 -2.7334 -0.2092
C: 2.7713 -3.7057 0.7829
C: 1.9849 -3.9020 1.9330
N: 0.7477 -3.3766 2.0753
C: 0.2796 -3.8033 3.2757
C: 1.2195 -4.5934 3.8749
N: 2.2806 -4.6595 3.0264
H: 4.0028 -5.4090 0.7914
H: 4.6771 -4.9486 -1.5518
H: 2.9691 -2.9903 -2.3285
H: -0.6973 -3.5476 3.6367
H: 1.2055 -5.0953 4.8206
H: 3.1220 -5.1832 3.2103
C: 0.2088 1.7410 -1.0298
C: -1.0014 2.4668 -0.4596
As: -0.6979 4.4644 -0.4087
C: 0.7391 4.4726 0.9221
C: 2.0944 4.5337 0.6089
C: 3.0324 4.5462 1.6283
C: 2.6310 4.5255 2.9552
C: 1.2821 4.4509 3.2712
C: 0.3424 4.4297 2.2572
C: 0.0943 5.0416 -2.0865
C: -0.2745 4.4962 -3.3180
C: 0.2503 5.0166 -4.4872
C: 1.1024 6.1146 -4.4388
C: 1.4529 6.6790 -3.2181
C: 0.9231 6.1686 -2.0478
P: 0.5882 0.1127 -0.2142
C: 0.9137 0.5787 1.5343
C: -0.0750 0.1937 2.4601
C: 0.1173 0.4207 3.8157
C: 1.2964 1.0044 4.2538
C: 2.2733 1.3850 3.3449
C: 2.0889 1.1740 1.9877
C: 2.2520 -0.2905 -0.8436
C: 2.6943 0.2364 -2.0014
C: 3.9795 -0.0537 -2.5809
C: 4.7643 -0.9944 -2.0513
C: 4.2764 -1.8220 -0.9236
C: 3.0510 -1.3519 -0.1038
H: 1.1191 2.3368 -0.8885
H: 0.0653 1.5606 -2.0973
H: -1.1864 2.2023 0.5876
H: -1.9056 2.2438 -1.0276
H: 2.4199 4.5722 -0.4246
H: 4.0835 4.5969 1.3831
H: 3.3676 4.5913 3.7421
H: 0.9645 4.4440 4.3029
H: -0.7150 4.4091 2.4986
H: -0.9724 3.6684 -3.3623
H: -0.0291 4.5913 -5.4401
H: 1.4550 6.5613 -5.3570
H: 2.1076 7.5369 -3.1829
H: 1.1535 6.6398 -1.0977
H: -1.0415 -0.1638 2.0940
H: -0.6503 0.1521 4.5272
H: 1.4510 1.1759 5.3075
H: 3.1815 1.8472 3.7010
H: 2.8403 1.4980 1.2796
H: 2.0944 0.9711 -2.5151
H: 4.2936 0.5321 -3.4282
H: 5.7381 -1.2206 -2.4523
H: 5.1011 -2.1411 -0.2832
H: 3.2243 -1.0610 0.9451
O: -8.3309 -2.6833 -4.6652
S: -7.0809 -2.2891 -4.1139
O: -5.9017 -3.0237 -4.4786
O: -6.8902 -0.9203 -3.7004
C: -7.1856 -2.8822 -2.2795
N: -8.2782 -3.2045 -1.6756
C: -8.1512 -3.5621 -0.4018
C: -6.9030 -3.5704 0.2226
C: -5.8000 -3.1634 -0.5346
N: -5.9898 -2.8105 -1.8114
C: -4.4060 -3.0097 -0.0934
C: -4.0022 -2.9116 1.2368
C: -2.6738 -2.6280 1.5112
N: -1.7563 -2.4751 0.5594
C: -2.1254 -2.6210 -0.7204
C: -3.4271 -2.8723 -1.0893
H: -9.0648 -3.8344 0.1118
H: -6.8108 -3.8983 1.2462
H: -4.6996 -3.0264 2.0505
H: -2.3465 -2.4993 2.5347
H: -1.3355 -2.5144 -1.4720
H: -3.7127 -2.9456 -2.1287

Forces on the atoms, in the same order (eV/Å):
-0.50 0.73 -0.11
0.20 -0.20 -0.28
-0.31 0.47 0.14
0.17 -0.08 -0.67
-0.54 -0.96 1.08
-0.46 0.65 -0.30
-0.07 -0.30 0.47
0.90 -0.89 0.62
-0.09 0.03 -0.12
0.11 -0.14 0.00
-0.28 0.16 -0.04
-0.05 -0.12 -0.04
0.17 -0.24 -0.01
0.01 -0.01 0.03
-0.07 0.05 0.08
0.02 -0.15 0.20
0.09 0.06 0.07
-0.44 -0.54 -0.15
0.46 0.22 -0.21
-1.39 0.49 0.67
0.10 -0.28 -0.59
-0.12 -0.26 0.03
0.23 0.09 0.06
0.01 0.04 -0.01
0.10 0.11 -0.01
-0.21 -0.04 -0.15
0.30 -0.28 0.08
0.25 -0.18 0.46
0.01 0.32 -0.10
-0.03 -0.05 0.01
-0.23 0.06 -0.23
-0.03 -0.44 0.23
0.64 1.33 -0.28
-0.26 -0.78 -0.24
-0.09 0.12 -0.22
0.03 -0.05 0.16
-0.21 -0.17 0.01
0.11 -0.04 -0.22
0.12 -0.06 0.03
-0.29 -0.28 -0.23
-0.44 0.02 0.65
0.74 -0.41 0.01
-0.16 0.22 -0.31
0.20 0.09 0.02
0.74 1.07 0.10
0.06 -0.27 0.05
0.10 0.06 0.01
0.02 0.24 -0.08
0.05 0.08 0.05
-0.01 0.05 0.00
0.11 0.07 0.01
0.09 -0.01 0.08
-0.04 0.03 0.11
-0.01 0.03 0.02
-0.02 -0.07 -0.03
-0.05 0.01 -0.07
0.13 -0.07 -0.05
0.01 0.09 -0.02
0.06 -0.02 -0.06
0.11 0.01 0.12
-0.06 0.03 0.04
0.00 0.02 0.12
0.03 0.06 -0.03
0.09 0.02 -0.03
-0.10 0.10 -0.01
0.13 0.05 -0.12
0.18 0.04 -0.08
-0.07 0.01 0.04
-0.03 -0.14 -0.23
-0.33 -0.04 0.01
0.24 -0.55 -1.65
-0.05 0.09 -0.23
-0.09 0.63 0.30
-0.15 -0.18 1.92
-0.19 0.27 -0.74
0.16 -0.12 0.10
0.45 0.03 -0.13
-1.37 -0.15 -0.30
0.83 0.00 0.40
0.63 0.14 0.01
0.25 0.00 -0.25
-0.45 -0.14 0.52
0.39 0.25 -0.41
-0.23 -0.07 -0.84
0.05 -0.09 0.30
0.08 -0.04 0.07
-0.05 0.05 0.10
-0.06 0.07 0.11
0.00 0.03 0.00
-0.40 0.02 0.26
0.05 0.00 -0.05

## Properties
HOMO level (spin up / spin down)	-13.60 / -13.59	eV
energy	-5262.000028	Ha
HOMO-LUMO gap (spin up / spin down)	3.93 / 2.80	eV
spin multiplicity	5
ΔE to the lowest compared entry with this formula, charge and spin	11.9	kcal/mol
total charge	+3

Here are the Löwdin charges for atoms 1 to 2, given in e:
1. Ru 1.07
2. N 0.20

---

> Number 1 is which compound?

C3H6O